Computed, not measured: a single CH2FN molecule, with wB97M-V/def2-TZVPD.

ORCA input file:
```
! wB97M-V def2-TZVPD RIJCOSX def2/J DEFGRID3
* xyz 0 1
H 1.04917 -1.89836 0.24282
N 0.25907 -1.22191 -0.24323
C -0.24450 -1.49693 -1.53516
F 0.03658 -2.44700 -2.24763
H -1.23589 -1.21612 -1.91766
*
```

The calculation puts the strongest force on any atom at 10.67 eV Å⁻¹. As for the molar mass: 47.032 u. The calculation puts the HOMO energy at -0.38735 Eh. The total energy comes out at -193.83882 Ha. Its energy above the lowest of the compared OMol25 structures with the same formula, charge and spin is 158.48 kJ/mol. For the HOMO-LUMO gap, the calculation gives 11.4570 eV.

Computed, not measured: a molecular structure, C5H6Br2N3O4, with wB97M-V/def2-TZVPD.

ORCA input file:
```
! wB97M-V def2-TZVPD RIJCOSX def2/J DEFGRID3
* xyz 1 3
C 1.15682 -0.27086 0.65583
C 1.02972 -0.03356 2.03136
C -1.25547 -0.29701 -0.09331
C 0.21980 -0.27552 -0.42728
C -0.73416 0.58466 3.57088
N -0.51447 0.87068 -3.64433
N 0.63420 -0.39319 -1.64536
N 0.05091 0.73047 2.57795
O -0.25210 1.83021 -3.07852
O -0.89034 0.50851 -4.65085
O -0.15264 -0.51468 -2.68809
O 1.99901 -0.63357 -1.86860
Br -1.00494 -1.06663 4.56451
Br -1.75202 2.01479 4.20162
H 2.11108 -0.66149 0.53495
H 1.85750 -0.15090 2.67099
H -1.86018 -0.89606 -0.91405
H -1.28606 -0.92148 0.82179
H 2.11383 -1.11734 -2.71621
H -1.47051 0.69297 0.09673
*
```

The calculation puts the strongest force on any atom at 4.79 eV Å⁻¹. As for the molar mass: 331.928 u. The calculation puts the HOMO energy (alpha / beta) at -0.38890 / -0.51014 Eh. The total energy comes out at -5806.72956 Ha. Its energy above the lowest of the compared OMol25 structures with the same formula, charge and spin is 30.14 kJ/mol. For the HOMO-LUMO gap (alpha / beta), the calculation gives 6.2634 / 6.5481 eV.

Computed, not measured: a gas-phase ion, C13H16BF3N2O8PS (charge +1), with wB97M-V/def2-TZVPD.

ORCA input file:
```
! wB97M-V def2-TZVPD RIJCOSX def2/J DEFGRID3
* xyz 1 1
C -2.41870 4.21222 1.46903
C -2.06574 2.84240 2.19449
O -1.00825 2.08736 1.54826
B -1.43741 1.36150 0.45644
O -2.78513 1.45752 -0.00699
C -0.46851 0.32220 -0.36553
C -0.83019 -1.11787 -0.30994
C -2.04218 -1.62378 0.52520
S -1.53557 -1.57629 2.32922
C 0.17618 -2.23246 2.49447
C 1.10059 -1.32876 3.44453
C 0.00778 -2.10091 -1.05085
C -0.31093 -3.63953 -1.01432
O 0.33229 -4.36487 -0.31143
O -1.36181 -4.15523 -1.74978
C 1.18445 -1.60189 -1.81920
P 2.20918 -2.87659 -2.77451
O 2.47559 -2.28781 -4.35213
O 3.65993 -3.22034 -2.00350
C 1.46770 -0.14067 -1.78121
F 2.56741 0.27817 -2.45600
N 0.65671 0.77687 -1.09276
N 0.91055 2.15446 -1.02973
C 2.15829 2.32615 -0.26036
O 2.08256 2.21198 0.91446
F 3.38235 2.55010 -0.81999
C 0.96701 2.78635 -2.33949
O 1.47499 3.85096 -2.42831
F 0.48013 2.21039 -3.48902
H -3.46327 4.49089 1.80630
H -1.65833 4.99112 1.75619
H -2.43282 4.13982 0.34821
H -3.00035 2.25335 2.39967
H -1.66073 3.13522 3.21155
H -2.81771 1.91613 -0.86793
H -2.95804 -0.97650 0.40245
H -2.33385 -2.68916 0.31212
H 0.73654 -2.34018 1.52465
H 0.18385 -3.26168 2.96834
H 0.96167 -1.58548 4.53302
H 0.96002 -0.23199 3.24404
H 2.17187 -1.59735 3.20003
H -1.67182 -3.46029 -2.37342
H 1.80719 -1.57435 -4.45787
H 4.14650 -2.37120 -1.92838
*
```

The calculation puts the strongest force on any atom at 3.87 eV Å⁻¹. As for the molar mass: 459.124 u. The calculation puts the HOMO energy at -0.44222 Eh. The total energy comes out at -2280.12345 Ha. Its energy above the lowest of the compared OMol25 structures with the same formula, charge and spin is 383.75 kJ/mol. For the HOMO-LUMO gap, the calculation gives 6.3477 eV.

Computed, not measured: 2 unconnected molecules or ions with the total composition C4H9BrI2Si, with wB97M-V/def2-TZVPD.

ORCA input file:
```
! wB97M-V def2-TZVPD RIJCOSX def2/J DEFGRID3
* xyz 0 1
C 0.57370 1.50635 -1.34414
C -0.85890 1.32255 -0.80942
C -0.76263 0.49984 0.43345
C -0.14978 -0.93361 0.10677
Si 0.60580 -1.57176 1.77078
Br -0.91263 -2.12836 3.40794
I 1.17381 -5.06934 -1.32156
I 2.54323 -0.24907 2.70445
H 0.55709 2.49030 -1.99286
H 1.24962 1.70195 -0.41832
H 0.85724 0.70516 -1.90604
H -1.27281 0.79552 -1.63071
H -1.45439 2.22920 -0.62549
H -0.19904 0.91191 1.34007
H -1.73607 0.30749 1.00039
H 0.68880 -0.77346 -0.58883
H -0.90305 -1.74468 -0.12648
*
```

The calculation puts the strongest force on any atom at 6.23 eV Å⁻¹. As for the molar mass: 418.914 u. The calculation puts the HOMO energy (alpha / beta) at -0.36235 / -0.27461 Eh. The total energy comes out at -3616.67687 Ha. Its energy above the lowest of the compared OMol25 structures with the same formula, charge and spin is 0.00 kJ/mol. For the HOMO-LUMO gap (alpha / beta), the calculation gives 8.6907 / 4.0103 eV.

Computed, not measured: a single C3H4N4 molecule, with wB97M-V/def2-TZVPD.

ORCA input file:
```
! wB97M-V def2-TZVPD RIJCOSX def2/J DEFGRID3
* xyz 0 1
N -1.83253 -0.69235 0.49445
C -0.62461 -0.10481 0.18806
C 0.60478 -0.77680 0.36796
N 1.72487 -0.22528 -0.03834
C 1.60528 1.01047 -0.55466
N 0.49387 1.72132 -0.61291
N -0.64677 1.15160 -0.24307
H -1.91294 -1.67585 0.27587
H -2.61838 -0.14401 0.16969
H 0.65076 -1.74744 0.86514
H 2.50375 1.47565 -0.95091
*
```

The calculation puts the strongest force on any atom at 0.28 eV Å⁻¹. As for the molar mass: 96.093 u. The calculation puts the HOMO energy at -0.34477 Eh. The total energy comes out at -335.71354 Ha. Its energy above the lowest of the compared OMol25 structures with the same formula, charge and spin is 156.98 kJ/mol. For the HOMO-LUMO gap, the calculation gives 9.5243 eV.

Computed, not measured: a molecular structure, C4H8N3, with wB97M-V/def2-TZVPD.

ORCA input file:
```
! wB97M-V def2-TZVPD RIJCOSX def2/J DEFGRID3
* xyz 1 1
C 0.81835 0.55766 0.92559
C 1.04640 1.30763 -0.37425
C -1.12594 -0.54152 1.01301
C -0.87475 -0.43135 -0.56193
N -0.32831 0.64773 1.44963
N 1.34265 -0.63974 0.23323
N 0.56484 -0.11962 -0.83607
H 0.39384 2.08404 -0.64996
H 2.00037 1.62214 -0.79601
H -2.16542 -0.26727 1.25783
H -0.98931 -1.47413 1.52211
H -1.04570 -1.30109 -1.04649
H -1.46204 0.34109 -0.89254
H 0.95431 -1.49250 0.48568
H 0.87071 -0.29306 -1.72983
*
```

The calculation puts the strongest force on any atom at 3.36 eV Å⁻¹. As for the molar mass: 98.129 u. The calculation puts the HOMO energy at -0.54159 Eh. The total energy comes out at -321.03660 Ha. Its energy above the lowest of the compared OMol25 structures with the same formula, charge and spin is 668.73 kJ/mol. For the HOMO-LUMO gap, the calculation gives 10.3667 eV.